Record 1
ORCA calculation (ωB97M-V/def2-TZVPD) on 3 unconnected molecules or ions with the total composition C28H53ClN2O7S2 in a non-equilibrium geometry.

The geometry in XYZ format:
```
93
C28H53ClN2O7S2, DFT ωB97M-V/def2-TZVPD
C -6.7862 2.8943 -1.3219
H 1.4029 -0.8732 1.6217
H 6.5281 4.7591 2.5646
H -0.0524 -6.1797 -0.6214
H 7.5612 3.3073 -0.1499
H 6.6086 1.2472 3.3930
H 8.7899 2.4607 0.7831
H 2.2878 -5.4928 -0.1980
H -6.8397 0.4776 -2.0456
O -0.6795 -2.7148 1.2202
C 5.2618 1.4920 0.3215
C 6.8996 2.7386 1.8761
H -8.5267 1.3691 -2.8106
H -8.2086 3.1480 -4.5883
C 0.1412 -5.3760 0.0930
H -5.5690 -0.1287 -1.0104
H -6.2420 3.7944 -1.0341
C -0.1573 -4.0432 -0.5977
H -3.1467 -0.6485 -0.5270
C -5.3208 2.1225 0.5696
N 0.2221 -2.9136 0.3228
C -6.5192 0.3947 -1.0081
H 3.1412 1.3408 0.8143
H 1.6470 -4.2274 -1.8596
H -2.2751 -4.0873 -0.0549
H 0.5045 -2.9795 -2.3801
H 3.4531 -3.3112 -0.2091
H -1.8827 -2.9633 -1.3579
C 2.6749 -2.5510 -0.1262
C 3.7841 1.5156 -0.0454
C 1.5686 -5.4635 0.6254
H 0.1404 -4.6871 -2.6231
H -2.4412 0.5309 1.6291
H 2.9027 -4.3147 1.8898
H -0.5599 -5.5105 0.9222
C 5.6272 0.1824 1.0250
C 1.6629 -1.8563 2.0176
N 5.5391 2.6389 1.2492
O -7.6783 1.6219 0.5872
O -9.4549 0.2253 0.5729
H -4.8986 -0.0005 0.8786
C -2.5849 0.2856 -0.4576
H 3.5900 0.7337 -0.7817
H 1.6940 -6.3991 1.1732
C 6.0401 1.5975 -0.9991
H -5.7217 2.7126 1.3978
C 7.0488 0.1920 1.5822
C -4.4870 0.9701 1.1633
H 7.7832 0.2082 0.7725
H 8.2750 1.4321 2.8711
C 1.8636 -4.2912 1.5533
H 7.1051 1.4063 -0.8973
H 7.2274 -0.7308 2.1373
C 7.2440 1.3852 2.5127
H 5.9033 2.5797 -1.4532
C 0.5934 -3.9721 -1.9360
H -2.6342 2.0481 0.7992
H 1.2388 -4.3854 2.4468
C -6.5431 1.7652 -0.2836
H -4.5586 1.0120 2.2511
C -9.1967 2.8745 -4.2176
H 5.5023 -0.6363 0.3109
H 2.2633 -2.3903 -1.1171
O -1.7003 0.7213 -2.8813
H -9.8363 3.7576 -4.2190
H 6.1865 3.5254 3.7809
Cl -2.4575 3.0838 -1.6064
S -8.4853 3.4509 -1.5809
S -2.7724 1.1170 -2.0271
C 7.9680 3.1749 0.8460
H 4.9242 -0.0013 1.8441
H 3.1588 -1.6106 0.1386
C -1.6400 -3.9353 -0.9244
H -6.3861 2.5739 -2.2864
C 1.6012 -2.9179 0.9230
O -7.4476 -0.4033 -0.2675
H 3.5087 2.4742 -0.4869
O -4.1253 0.9951 -2.4792
H 8.3886 4.1390 1.1298
O 4.5928 2.8176 2.0889
H 2.6879 -1.8153 2.3905
C 6.8541 3.8005 2.9691
H -1.5250 0.0333 -0.4043
H -9.6405 2.1480 -4.9037
H 5.6458 0.8519 -1.6900
H -1.8868 -4.7017 -1.6599
H 7.8627 3.9177 3.3694
H -4.6753 2.7977 0.0060
H 0.9993 -2.0809 2.8479
C -9.1218 2.2808 -2.8153
C -2.9928 1.0195 0.8233
C -8.3248 0.4596 0.3115
H -10.1166 1.9910 -2.4722
```

DFT total energy, Ha: -2991.32451
HOMO (alpha / beta), eV: -8.2789 / -8.5175
⟨S²⟩: 2.008
LUMO level (alpha / beta), eV: 0.11 / 0.07
Multiplicity: 3



Record 2
ORCA calculation (ωB97M-V/def2-TZVPD) on C18H24N4O4 in the gas phase.

The geometry in XYZ format:
```
50
C18H24N4O4, DFT ωB97M-V/def2-TZVPD
H -2.4706 -2.2665 -3.9727
N 1.0526 -1.3546 0.8768
H -4.1665 1.7986 -2.2957
N -2.1129 -1.1618 -0.3498
C 2.2103 -1.6249 0.0494
H 7.3517 0.5629 0.3757
H -4.0005 -0.7104 -2.7777
H 5.7728 0.2028 1.0819
H -1.2513 -2.0536 -2.7082
C -3.0297 1.1867 0.6839
N -1.9065 -0.8741 0.9451
C 1.0010 0.0181 1.3235
O 4.3770 0.9690 -1.1455
H -2.4775 0.0869 -3.1766
H -4.6801 3.7445 -0.5179
C -2.7300 -0.3577 -1.1230
C 0.9068 0.9660 0.1241
O 3.5305 1.7354 0.7836
H 0.1736 0.1862 2.0084
H -2.7719 -2.8377 -2.3251
C 2.0579 0.7167 -0.8542
H 2.2045 -2.6878 -0.1974
H -3.6233 2.9493 1.8236
H 6.2530 1.4642 -1.6704
H 1.2380 -1.0508 -1.7732
H 3.1178 -1.3888 0.6150
H -0.0384 0.8083 -0.3993
C 5.6949 1.3459 -0.7397
C 3.3840 1.1973 -0.2819
H 5.6423 2.3027 -0.2101
C -1.2053 -1.9011 1.6891
H 6.3222 -0.6797 -0.3526
O -2.0689 0.5020 2.7425
O 0.2590 -3.4382 0.5947
H -1.0431 -1.5224 2.7005
H -1.8220 -2.8040 1.7308
H 1.8969 1.2952 -1.7712
C -2.9270 -0.7024 -2.5652
H 3.0057 -0.9587 -1.8465
C -3.9036 1.8458 -1.2581
C 0.1026 -2.3031 1.0010
C 6.3265 0.2849 0.1498
H 1.9281 0.2348 1.8644
C 2.1358 -0.7728 -1.2171
C -3.6070 2.4207 0.8929
C -2.3164 -2.0515 -2.9187
C -4.1556 2.8283 -0.3321
C -2.3211 0.2910 1.5685
N -3.2199 0.8454 -0.6477
H 0.9379 1.9948 0.4832
```

DFT total energy, Ha: -1220.33475
HOMO, eV: -8.7217
ΔE to the lowest compared entry with this formula, charge and spin, kJ/mol: 87.30
LUMO level, eV: 0.56
Multiplicity: 1
SMILES: CCOC(=O)C1CCN(C(=O)Cn2nc(CC)n3cccc3c2=O)CC1



Record 3
ORCA calculation (ωB97M-V/def2-TZVPD) on C5H9N in the gas phase in a non-equilibrium geometry.

The geometry in XYZ format:
```
15
C5H9N, DFT ωB97M-V/def2-TZVPD
C -0.0075 -0.3226 -0.3949
C 0.4836 -0.6830 -1.6155
H 1.2407 2.1697 -0.9853
C -0.1759 -1.4099 0.5160
H 0.0711 0.8255 1.2092
C 0.2985 2.1930 -0.4115
H 0.2395 -2.3183 0.0631
H -0.8816 -2.4785 2.3496
H 0.2993 -1.6390 -1.8592
H 0.5156 2.8067 0.5376
H 0.8272 -0.2052 -2.4437
H -1.4804 -0.9506 2.2687
C -0.8674 -1.6577 1.6352
H -0.3453 2.7342 -1.0301
N -0.2173 0.9356 0.1608
```

DFT total energy, Ha: -250.56305
HOMO, eV: -8.1182
ΔE to the lowest compared entry with this formula, charge and spin, kJ/mol: 272.77
LUMO level, eV: 1.00
Multiplicity: 1
SMILES: C=CC(=C)NC



Record 4
ORCA calculation (ωB97M-V/def2-TZVPD) on a molecular structure, C25H37BrClF3N2O7S2 in a non-equilibrium geometry.

The geometry in XYZ format:
```
78
C25H37BrClF3N2O7S2, DFT ωB97M-V/def2-TZVPD
C 2.6133 -4.7108 -0.4804
C 1.1223 3.2036 -3.8201
H 3.8533 2.3940 -0.0836
H 0.8447 -0.1019 2.8939
H -1.4523 -3.4347 -1.5005
N 5.9883 0.1075 2.1123
C 2.7902 0.4039 0.9125
S 0.9225 2.4319 0.5425
C -1.3724 -0.5405 3.1739
C 5.4699 1.1796 1.2211
C 1.2560 0.5890 0.2983
H 1.8240 5.0764 -2.6045
C -3.0930 1.5416 3.7792
C -1.4022 -0.3996 0.0427
C 0.6971 -3.3931 0.2727
O -4.5479 2.7885 0.6552
C 0.7352 -1.7895 -0.0339
H -3.5905 -4.0727 -2.5480
H 1.3991 -3.5699 1.2223
F 3.1101 -5.4085 -1.7157
F 3.5746 -3.5703 -0.2451
H -2.0728 0.3850 0.6436
H 5.1499 -1.7460 3.0535
C -4.2913 2.7020 1.9897
H -2.3663 -0.7907 2.6163
H 0.2449 3.3899 -3.0330
C 2.1624 4.4915 -3.5873
H 3.2462 4.0923 -3.3965
H -0.9517 4.0714 0.6274
O -4.6329 -0.8112 -2.2266
H -0.7607 1.7544 3.3589
H -3.2121 2.6541 4.1281
O -5.9301 -2.7772 -3.1691
H -1.3611 -1.2552 4.1320
H 0.6792 3.2062 -4.9068
C -2.2666 -2.6011 -1.3975
O -3.7325 1.4255 2.4603
C 1.8460 1.7506 -3.4246
Cl -6.4251 -2.3002 -0.2203
H 2.6174 -1.7032 2.1333
C 4.8538 -0.8247 2.3501
O 1.2424 -4.2494 -0.7941
F 2.6629 -5.7297 0.6100
H -0.0815 1.4504 -2.0761
H -1.3671 -0.0047 -1.0560
H 2.8049 2.0120 -2.7992
H -3.4014 -1.4808 0.2217
C -3.7287 -3.3944 -1.5753
H -3.7551 0.8862 4.5255
H 2.6918 0.2213 -1.5068
H -1.2519 0.9301 4.9863
H 2.1001 5.2809 -4.4604
H -2.1917 -1.8018 -2.2808
Br -1.2251 -0.3366 -3.0020
H 2.1506 1.2321 -4.4337
H 2.0322 -1.9919 -1.8253
C 3.3364 -0.8143 1.8369
C -2.2640 -1.7908 0.0284
C 0.0729 -0.4916 0.7877
O 1.5135 2.9886 1.8971
C 0.8335 0.8270 -2.5163
C 4.0124 1.4498 0.6088
H 0.3864 -1.9071 2.6101
H 0.3501 -0.0019 -3.2163
H -0.3462 -3.8332 0.5643
C 1.5339 0.0566 -1.2637
C -1.5332 0.9896 3.8312
H 6.3101 1.9769 0.9213
C 0.0148 -0.7947 2.3866
H -1.9665 -2.4401 0.9660
N 1.4831 -1.4455 -1.1286
H -3.9243 -4.1572 -0.6923
H -4.5876 3.6229 2.6486
C -0.9022 2.8988 0.5873
H -1.3534 2.5748 -0.4687
S -5.1653 -2.2480 -1.9323
O 1.5043 3.3258 -0.6227
H -1.5300 2.3521 1.4065
```

DFT total energy, Ha: -5740.26555
HOMO, eV: -6.4001
ΔE to the lowest compared entry with this formula, charge and spin, kJ/mol: 2110.63
LUMO level, eV: -1.68
Multiplicity: 1